(1)
63
Properties=species:S:1:pos:R:3 method="wB97M-V/def2-TZVPD" energy_ha=-1924.14489 e_homo_ev=-8.0 relative_energy_kcal_mol=579.4 largest_force_ev_per_a=19.96 total_charge=0 gap_ev=7.1
C -0.023 -7.017 0.755
C -0.627 -6.229 1.779
O 0.329 -5.193 2.089
C 0.369 -4.011 1.211
C 1.249 -3.055 1.389
C 1.569 -1.843 0.817
C 0.743 -1.540 -0.197
C -0.124 -2.603 -0.794
C -0.334 -3.693 0.008
H -1.212 -4.429 -0.189
H -0.528 -2.435 -1.545
N 1.133 -0.485 -1.243
S -0.509 0.158 -1.917
O -0.011 1.520 -1.927
O -0.723 -0.562 -3.120
C -1.634 0.029 -0.450
C -3.055 -0.464 -0.751
N -3.804 -0.518 0.318
C -3.381 -0.445 1.529
O -4.211 -0.405 2.566
N -2.164 0.159 1.657
C -1.077 0.421 0.914
O -0.002 0.730 1.130
H -1.837 0.431 2.869
H -4.544 -0.967 -0.159
C -3.458 -0.924 -2.123
H -4.131 -1.770 -2.083
H -4.057 -0.177 -2.432
H -2.693 -0.757 -2.785
C 2.248 0.106 -1.179
H 2.382 0.614 -2.243
H 3.053 -0.641 -1.425
C 2.690 1.062 -0.090
O 3.376 0.862 0.691
N 1.986 2.324 -0.226
H 1.473 2.275 -0.835
C 2.218 3.301 0.555
C 2.944 4.593 0.326
C 2.555 4.883 -1.359
H 3.083 4.213 -1.958
C 0.903 4.942 -1.482
H 0.960 5.855 -2.233
C 0.124 5.489 -0.440
C -0.342 4.286 0.461
H -0.448 3.434 -0.262
C 0.792 3.608 1.400
H 0.978 4.490 2.163
H 0.362 2.788 1.991
H -0.993 4.412 0.977
H -0.695 5.917 -0.805
H 0.674 6.117 0.085
H 0.659 3.976 -2.069
H 2.990 5.615 -1.696
H 3.901 4.325 0.149
H 2.676 5.351 0.828
H 2.959 2.934 1.722
H 2.364 -1.205 0.976
H 2.061 -3.163 2.453
H -1.488 -5.764 1.513
H -0.722 -6.738 3.001
H 0.038 -6.486 -0.342
H 0.938 -7.399 1.069
H -0.688 -7.876 0.429

***

(2)
62
Properties=species:S:1:pos:R:3 method="wB97M-V/def2-TZVPD" energy_ha=-1438.27674 e_homo_ev=-13.6 relative_energy_kcal_mol=24.6 largest_force_ev_per_a=4.21 total_charge=+2 gap_ev=3.1
C 1.096 2.741 -0.931
N 1.258 1.478 -1.377
N 1.380 1.522 -2.744
C 1.305 2.819 -3.151
C 1.113 3.617 -2.020
B 1.597 0.177 -3.545
N 2.768 -0.775 -3.030
N 2.911 -1.037 -1.701
C 3.962 -1.853 -1.517
C 4.580 -2.062 -2.770
C 3.795 -1.363 -3.703
Hg 1.339 -0.186 -0.235
N 0.270 -0.652 -3.585
N -0.308 -1.174 -2.450
C -1.453 -1.765 -2.855
C -1.600 -1.647 -4.264
C -0.471 -0.947 -4.683
H -2.178 -2.260 -2.210
H -0.150 -0.631 -5.667
H -2.405 -1.996 -4.886
H 1.883 0.488 -4.672
H 3.884 -1.208 -4.777
H 1.424 3.023 -4.241
H 5.473 -2.637 -2.952
H 0.969 4.718 -1.932
H 4.223 -2.236 -0.528
H 0.948 2.896 0.135
H 0.565 -2.136 -0.263
C 1.143 -2.288 0.656
H 1.903 -2.983 0.388
H 1.732 -1.473 1.168
H 0.376 -2.465 1.353
C 0.994 3.129 2.577
C -0.533 3.060 2.442
C -1.200 3.654 1.198
C -1.089 1.690 2.857
C -1.590 1.592 4.127
C -2.144 0.397 4.560
C -2.208 -0.728 3.748
C -1.707 -0.719 2.472
C -1.975 -1.993 1.640
C -1.485 -3.242 2.395
C -3.483 -2.174 1.423
C -1.166 0.544 1.979
O -0.812 0.686 0.771
H 1.407 4.105 2.289
H 1.508 2.329 2.026
H 1.214 2.986 3.646
H -0.901 3.691 3.261
H -1.112 2.979 0.339
H -2.265 3.760 1.448
H -0.815 4.656 0.959
H -1.543 2.511 4.717
H -2.551 0.342 5.551
H -2.687 -1.664 4.028
H -1.490 -1.944 0.654
H -2.078 -3.386 3.306
H -1.602 -4.138 1.773
H -0.433 -3.178 2.684
H -3.895 -1.324 0.872
H -3.694 -3.088 0.854
H -3.997 -2.239 2.393

***

(3)
68
Properties=species:S:1:pos:R:3 method="wB97M-V/def2-TZVPD" energy_ha=-3211.84303 s_squared=3.78 e_homo_ev="-12.8 / -13.1" spin_multiplicity=4 relative_energy_kcal_mol=0.0 largest_force_ev_per_a=2.90 total_charge=+2 gap_ev="6.0 / 6.2"
Cr 0.967 0.529 -0.437
C -2.934 -0.845 0.890
C -1.764 -0.038 0.254
N -0.563 -0.158 0.687
N -0.249 -1.030 1.699
C 1.047 -1.339 1.909
N 1.380 -2.325 2.674
S 2.345 -0.514 1.207
C -1.858 1.032 -0.746
C -3.067 1.460 -1.221
C -3.155 2.555 -2.072
C -1.981 3.146 -2.555
C -0.788 2.605 -2.098
N -0.717 1.553 -1.184
H -3.840 -0.870 0.274
H -3.101 -0.570 1.896
H -2.578 -1.888 0.917
H -0.983 -1.576 2.272
H 0.629 -2.882 3.143
H 2.374 -2.553 2.755
H -3.948 0.976 -0.847
H -4.074 2.950 -2.415
H -1.998 4.170 -3.041
H 0.174 2.953 -2.312
C 0.629 0.234 -4.140
C 0.351 -0.847 -3.098
N 1.243 -1.026 -1.900
C 1.277 -2.492 -1.579
C -0.085 -3.110 -1.256
C 2.730 -0.739 -2.214
C 3.152 0.798 -2.288
N 2.374 1.530 -1.248
C 2.850 2.734 -0.733
C 2.222 3.147 0.457
F 1.198 2.354 0.929
C 2.371 4.368 0.999
F 1.652 4.552 2.098
C 3.335 5.219 0.567
C 4.068 4.863 -0.539
F 4.903 5.715 -1.215
C 3.784 3.630 -1.220
F 4.452 3.368 -2.301
H -0.041 0.114 -5.011
H 1.687 0.013 -4.565
H 0.621 1.237 -3.757
H 0.414 -1.824 -3.574
H -0.652 -0.680 -2.661
H 1.999 -2.640 -0.691
H 1.637 -3.008 -2.470
H -0.691 -2.474 -0.573
H -0.004 -4.064 -0.753
H -0.755 -3.203 -2.076
H 2.979 -1.363 -3.083
H 3.255 -0.993 -1.324
H 3.042 1.270 -3.252
H 4.306 0.853 -2.091
H 3.537 6.168 1.029
C -4.281 -3.892 4.779
N -3.152 -3.304 4.108
C -2.352 -2.280 4.394
N -2.602 -1.243 5.235
O -1.228 -2.265 3.810
H -4.969 -3.117 5.060
H -4.034 -4.512 5.602
H -4.712 -4.588 4.071
H -2.701 -3.880 3.352
H -3.292 -1.351 5.967
H -1.837 -0.616 5.506

***

(4)
65
Properties=species:S:1:pos:R:3 method="wB97M-V/def2-TZVPD" energy_ha=-2936.77090 e_homo_ev=-7.7 relative_energy_kcal_mol=0.0 largest_force_ev_per_a=1.75 total_charge=0 gap_ev=8.1
Lu 0.240 -0.763 -1.334
C -3.016 -0.873 -2.894
N -2.273 -0.005 -1.972
C -3.045 0.081 -0.724
C -2.131 1.335 -2.576
C -1.006 2.176 -1.957
N 0.247 1.429 -2.001
C 1.368 2.036 -1.622
C 2.574 1.278 -1.647
F 2.434 -0.070 -2.042
C 3.820 1.749 -1.306
F 4.882 0.930 -1.383
C 3.980 3.056 -0.881
C 2.836 3.842 -0.839
F 2.967 5.116 -0.426
C 1.583 3.384 -1.194
F 0.546 4.251 -1.099
H -4.006 -0.455 -3.124
H -3.149 -1.855 -2.441
H -2.466 -0.996 -3.827
H -4.084 0.377 -0.924
H -2.599 0.817 -0.058
H -3.048 -0.894 -0.231
H -3.074 1.894 -2.489
H -1.908 1.198 -3.640
H -1.257 2.448 -0.924
H -0.928 3.103 -2.541
H 4.938 3.453 -0.595
C -2.600 -0.280 3.625
C -1.726 0.906 4.015
C -0.380 0.922 3.261
C 0.423 2.171 3.708
C 1.779 2.301 3.027
C 0.444 -0.281 3.638
O 0.575 -0.699 4.760
N 1.128 -0.864 2.586
C 0.844 -0.658 1.258
O 1.456 -1.330 0.402
N -0.082 0.212 0.873
C -0.680 1.053 1.772
O -1.456 1.904 1.381
H -3.567 -0.206 4.116
H -2.132 -1.216 3.921
H -2.767 -0.297 2.550
H -1.530 0.881 5.087
H -2.250 1.833 3.775
H 0.557 2.114 4.791
H -0.188 3.047 3.475
H 2.443 1.487 3.312
H 2.243 3.240 3.321
H 1.675 2.300 1.943
H 1.772 -1.618 2.796
C 1.967 -3.646 -2.562
C 0.802 -4.010 -1.635
C 0.393 -5.469 -1.866
C -0.394 -3.045 -1.856
H 2.802 -4.329 -2.411
H 2.318 -2.626 -2.355
H 1.655 -3.712 -3.606
H 1.150 -3.921 -0.595
H 0.036 -5.616 -2.884
H -0.406 -5.750 -1.183
H 1.234 -6.139 -1.700
H -1.193 -3.408 -1.180
H -0.776 -3.293 -2.863

***

(5)
72
Properties=species:S:1:pos:R:3 method="wB97M-V/def2-TZVPD" energy_ha=-3784.56834 e_homo_ev=-7.8 relative_energy_kcal_mol=7.7 largest_force_ev_per_a=0.64 total_charge=0 gap_ev=7.4
Pt -0.502 0.066 -0.556
I 2.929 1.166 3.234
C 2.601 2.046 1.383
C 3.308 3.206 1.018
C 3.137 3.797 -0.207
I 4.259 5.491 -0.678
C 2.219 3.248 -1.134
C 1.964 3.717 -2.445
C 1.064 3.073 -3.243
C 0.357 1.965 -2.744
N 0.558 1.529 -1.524
C 1.493 2.119 -0.724
C 1.689 1.464 0.522
O 1.020 0.359 0.775
H 4.010 3.626 1.724
H 2.504 4.579 -2.813
H 0.868 3.413 -4.250
H -0.398 1.451 -3.321
F -4.523 2.537 -3.082
C -3.453 1.736 -3.058
F -3.667 0.745 -3.929
F -2.415 2.448 -3.519
C -3.139 1.142 -1.642
O -2.129 0.252 -1.800
C -4.403 0.373 -1.133
F -4.183 -0.080 0.114
F -4.644 -0.692 -1.901
F -5.521 1.104 -1.090
C -2.854 2.327 -0.655
F -2.606 1.894 0.583
F -3.886 3.175 -0.583
F -1.783 3.028 -1.053
C -3.788 -1.917 3.146
Si -3.476 -3.029 1.685
C -3.046 -4.760 2.235
C -4.941 -3.148 0.538
Sb -1.383 -2.176 0.466
Si 0.597 -2.820 1.988
C 0.434 -1.697 3.469
C 2.190 -2.489 1.079
C 0.605 -4.617 2.524
Si -1.138 -3.620 -1.629
C 0.608 -3.399 -2.253
C -2.374 -2.952 -2.855
C -1.463 -5.424 -1.257
H -4.751 -2.159 3.604
H -3.808 -0.868 2.847
H -3.013 -2.041 3.903
H -3.901 -5.178 2.773
H -2.188 -4.780 2.903
H -2.833 -5.411 1.386
H -5.682 -3.807 0.997
H -4.660 -3.584 -0.423
H -5.409 -2.185 0.349
H 0.436 -0.655 3.147
H 1.279 -1.843 4.146
H -0.484 -1.889 4.027
H 2.197 -1.498 0.635
H 2.381 -3.233 0.305
H 3.008 -2.540 1.803
H -0.160 -4.831 3.269
H 1.574 -4.843 2.974
H 0.461 -5.299 1.684
H 0.882 -2.343 -2.296
H 0.694 -3.822 -3.257
H 1.327 -3.910 -1.612
H -2.318 -1.862 -2.896
H -3.394 -3.216 -2.570
H -2.187 -3.354 -3.853
H -0.873 -5.775 -0.409
H -1.197 -6.033 -2.125
H -2.517 -5.603 -1.037

***

(6)
65
Properties=species:S:1:pos:R:3 method="wB97M-V/def2-TZVPD" energy_ha=-1701.17418 s_squared=0.76 e_homo_ev="-13.0 / -12.7" spin_multiplicity=2 relative_energy_kcal_mol=36.5 largest_force_ev_per_a=0.71 total_charge=+2 gap_ev="8.0 / 7.7"
Ru -0.568 0.452 0.093
N -2.387 -2.532 -1.914
C -2.216 -1.488 -1.122
O -1.509 -0.521 -1.498
C -2.853 -1.404 0.243
C -1.846 -0.690 1.145
H -1.917 -2.553 -2.806
H -2.978 -3.299 -1.647
H -3.228 -2.359 0.610
H -3.720 -0.751 0.096
H -1.122 -1.389 1.595
H -2.309 -0.119 1.954
C 3.562 3.104 -5.893
C 4.211 2.552 -4.636
N 3.281 2.493 -3.493
C 2.799 1.301 -3.111
C 1.840 1.114 -2.155
C 1.514 -0.324 -1.822
O 1.922 -1.215 -2.529
O 0.914 -0.524 -0.682
C 1.229 2.252 -1.565
O 0.202 2.201 -0.839
C 1.828 3.541 -1.887
C 1.401 4.701 -1.235
C 1.959 5.907 -1.539
F 1.488 7.009 -0.922
C 2.987 6.040 -2.491
C 3.414 4.890 -3.131
C 2.838 3.641 -2.855
N 3.592 7.275 -2.809
C 3.663 7.689 -4.202
C 5.060 8.267 -4.471
N 5.610 8.771 -3.158
C 4.534 9.469 -2.376
C 3.520 8.416 -1.904
H 4.292 3.120 -6.702
H 3.183 4.117 -5.758
H 2.729 2.474 -6.203
H 5.098 3.111 -4.333
H 4.541 1.529 -4.805
H 3.194 0.428 -3.616
H 0.602 4.647 -0.509
H 4.224 4.962 -3.841
H 2.891 8.432 -4.432
H 3.491 6.843 -4.861
H 5.039 9.117 -5.150
H 5.765 7.528 -4.846
H 6.408 9.387 -3.319
H 5.941 7.970 -2.617
H 4.103 10.200 -3.057
H 4.995 9.997 -1.544
H 2.537 8.892 -1.871
H 3.764 8.085 -0.896
C -0.652 4.474 3.788
N -0.166 3.140 3.430
C 0.567 2.371 4.432
C -0.439 2.637 2.243
O -0.098 1.496 1.884
H -0.459 4.635 4.845
H -1.725 4.553 3.624
H -0.133 5.246 3.221
H 1.363 2.988 4.845
H 0.991 1.488 3.965
H -0.106 2.070 5.235
H -1.008 3.300 1.580

***

(7)
58
Properties=species:S:1:pos:R:3 method="wB97M-V/def2-TZVPD" energy_ha=-1171.69712 e_homo_ev=-8.6 relative_energy_kcal_mol=19.7 largest_force_ev_per_a=0.82 total_charge=0 gap_ev=8.8
C -3.464 -3.398 0.300
H -4.431 -3.883 0.195
H -3.565 -2.355 0.006
H -3.170 -3.432 1.347
C -2.417 -4.100 -0.569
C -1.083 -3.431 -0.418
C -0.797 -2.266 -1.122
C 0.401 -1.606 -0.947
C 1.361 -2.103 -0.063
C 1.086 -3.282 0.628
C -0.124 -3.926 0.457
H -0.328 -4.831 1.012
H 1.808 -3.683 1.324
C 2.616 -1.384 0.136
N 2.596 -0.115 -0.027
N 3.704 0.643 0.147
C 4.975 0.140 0.158
O 5.947 0.847 0.312
C 5.054 -1.353 -0.101
C 3.880 -2.094 0.534
H 3.867 -3.136 0.213
H 3.970 -2.071 1.626
H 6.012 -1.718 0.268
H 5.037 -1.491 -1.188
C 3.469 2.076 0.247
C 2.722 2.655 -0.962
H 3.154 3.618 -1.236
C 1.224 2.894 -0.733
O 0.696 3.945 -1.034
N 0.593 1.840 -0.191
H 1.145 0.998 -0.046
C -0.832 1.788 0.107
C -1.652 1.953 -1.180
H -1.055 1.592 -2.021
C -2.983 1.199 -1.185
C -3.762 1.233 0.133
C -3.715 2.574 0.867
C -2.526 2.683 1.822
H -2.498 1.786 2.447
C -1.174 2.868 1.141
H -0.398 2.862 1.912
H -1.133 3.838 0.645
H -2.685 3.536 2.485
H -3.695 3.395 0.150
H -4.628 2.678 1.459
H -3.384 0.458 0.804
H -4.802 0.978 -0.088
H -3.603 1.623 -1.978
H -2.803 0.152 -1.441
H -1.817 3.016 -1.348
H -1.009 0.796 0.533
H 2.833 1.986 -1.818
H 4.461 2.523 0.330
H 2.913 2.279 1.167
H 0.614 -0.709 -1.506
H -1.523 -1.877 -1.821
H -2.345 -5.148 -0.273
H -2.735 -4.060 -1.614